No. 1
Molecular formula: C12H18O2
Method: DFT, ωB97M-V/def2-TZVPD

The energy above the lowest of the compared OMol25 structures with the same formula, charge and spin comes out at 1.0987 eV. Its lowest unoccupied orbital energy is 0.88 eV. Its multiplicity is 1. The HOMO energy comes out at -8.79 eV. As for the SMILES: CC/C=C/CCCC[C@H]1C=COC1=O. The frontier orbital gap is 9.667 eV.

The geometry in XYZ format:
```
32
Properties=species:S:1:pos:R:3:forces:R:3:lowdin_charge:R:1
C -4.683 1.940 0.895 -1.113 -0.438 0.857 -0.122
C -3.645 1.911 2.043 -0.010 -0.250 -0.808 -0.265
C -2.335 1.400 1.467 0.676 -2.370 1.612 -0.116
C -1.807 0.150 1.773 -1.980 3.204 -0.506 -0.111
C -0.543 -0.317 1.165 0.699 0.537 -0.257 -0.226
C -0.676 -0.408 -0.370 -0.179 -0.508 0.573 -0.221
C 0.448 -1.165 -1.007 0.259 -0.352 -0.120 -0.226
C 1.723 -0.347 -1.135 -0.628 0.205 0.272 -0.162
C 2.870 -1.164 -1.686 2.730 1.709 0.770 -0.210
C 4.110 -0.281 -1.940 0.943 -1.158 0.663 -0.020
C 5.162 -0.750 -1.223 -2.600 1.262 -1.639 -0.090
O 4.837 -1.840 -0.448 -0.451 -0.431 0.172 0.059
C 3.490 -2.120 -0.670 -1.689 -1.583 0.774 -0.363
O 2.876 -3.000 -0.091 1.795 1.412 -0.741 0.121
H -5.647 2.401 1.201 0.567 -0.132 -0.031 0.070
H -4.943 0.916 0.575 0.298 0.368 0.060 0.074
H -4.334 2.488 0.034 0.292 0.176 -0.272 0.058
H -3.987 1.295 2.891 0.113 0.039 -0.434 0.104
H -3.528 2.922 2.437 0.136 0.066 -0.030 0.096
H -1.807 2.104 0.807 -0.092 -0.465 0.203 0.111
H -2.385 -0.513 2.432 0.262 0.316 -0.224 0.108
H -0.233 -1.270 1.625 0.030 0.248 -0.443 0.121
H 0.215 0.441 1.385 0.206 -0.281 0.202 0.109
H -0.763 0.572 -0.858 -0.395 -0.092 0.375 0.117
H -1.570 -1.006 -0.493 -0.487 0.216 -0.534 0.111
H 0.611 -2.041 -0.372 0.248 -0.139 -0.387 0.108
H 0.138 -1.498 -2.009 0.151 -0.086 0.187 0.124
H 1.536 0.477 -1.852 0.119 -0.189 0.421 0.131
H 1.981 0.095 -0.151 0.051 -0.146 -0.556 0.137
H 2.583 -1.663 -2.582 -0.305 -0.694 -0.650 0.148
H 4.180 0.561 -2.608 -0.138 0.045 -0.036 0.104
H 6.130 -0.290 -1.233 0.493 -0.487 0.526 0.117
```
Forces are in eV/Å.

=====

No. 2
Molecular formula: C22H50N7O10
Method: DFT, ωB97M-V/def2-TZVPD

The energy above the lowest of the compared OMol25 structures with the same formula, charge and spin comes out at 2.0972 eV. Its lowest unoccupied orbital energy (spin up / spin down) is -0.17 / -3.72 eV. Its multiplicity is 2. The HOMO energy (spin up / spin down) comes out at -8.68 / -8.68 eV. The frontier orbital gap (spin up / spin down) is 8.511 / 4.963 eV.

The geometry in XYZ format:
```
89
Properties=species:S:1:pos:R:3:forces:R:3:lowdin_charge:R:1
O 0.156 1.163 -1.270 0.139 -1.053 1.284 0.119
C 1.032 0.259 -0.787 0.467 1.693 0.972 -0.725
O 1.405 -0.665 -1.447 0.427 -2.308 -1.603 0.242
O 1.629 0.383 0.302 -0.324 0.484 1.052 0.267
H -0.006 0.626 -2.050 -1.134 0.176 -1.192 0.113
C -0.533 -3.556 0.060 0.240 0.394 -1.105 0.002
C -0.121 -2.954 1.389 2.144 -0.212 -0.897 -0.537
O 0.998 -2.465 1.537 -1.314 -0.226 0.004 0.061
N -1.014 -3.037 2.384 -0.633 -0.288 -0.901 -0.012
C -0.732 -2.656 3.726 -0.210 -0.319 0.258 -0.061
H -0.321 -4.614 -0.096 -0.581 -0.326 0.873 0.080
H 0.113 -3.211 -0.747 0.208 0.781 0.331 0.051
H -1.543 -3.265 -0.227 -0.256 -0.438 0.136 0.072
H -1.890 -3.510 2.216 0.237 0.074 -0.066 0.139
H -0.442 -3.555 4.270 -0.250 0.042 0.531 0.090
H -1.693 -2.244 4.031 0.440 0.243 1.031 0.091
H 0.127 -1.989 3.809 -0.443 0.200 -0.333 0.059
C 1.904 -6.620 -1.181 0.348 -0.526 -1.152 -0.010
C 1.958 -5.201 -1.761 1.828 2.670 3.864 -0.557
O 2.587 -4.315 -1.139 -1.078 -1.693 -0.863 0.023
N 1.333 -4.915 -2.889 -0.940 -1.794 -1.346 0.002
C 1.078 -3.649 -3.529 -0.344 0.656 0.607 -0.065
H 2.552 -7.171 -1.862 0.809 -0.222 0.368 0.077
H 1.038 -7.275 -1.279 -0.815 0.806 -0.023 0.071
H 2.242 -6.685 -0.147 0.240 0.385 -0.355 0.087
H 1.102 -5.794 -3.329 -0.687 0.554 -0.715 0.135
H 0.069 -3.287 -3.331 -0.685 -0.663 -0.386 0.071
H 1.249 -3.714 -4.604 0.179 0.238 0.201 0.088
H 1.563 -2.812 -3.026 1.157 -0.474 -0.266 0.071
C 1.332 0.574 3.776 0.826 -0.553 1.267 0.016
C 2.268 -0.667 4.005 -0.301 -1.259 -2.951 -0.506
O 2.933 -1.175 3.109 -0.334 0.987 1.551 0.046
N 2.075 -1.334 5.180 -0.909 0.985 1.439 -0.031
C 2.643 -2.564 5.625 0.113 -1.532 -0.545 -0.096
H 1.897 1.502 3.865 0.092 -0.021 0.146 0.069
H 0.625 0.505 4.602 -0.332 0.539 -0.126 0.061
H 0.797 0.642 2.829 0.327 -0.699 -0.035 0.051
H 1.418 -0.976 5.858 0.168 0.404 -0.398 0.119
H 2.331 -3.441 5.058 -0.099 0.144 -0.881 0.076
H 2.189 -2.851 6.574 0.580 0.616 0.460 0.084
H 3.731 -2.615 5.588 -0.017 0.342 0.419 0.089
C 5.306 2.499 2.780 -0.626 0.929 -0.178 -0.009
C 4.274 1.860 1.832 2.903 -3.968 2.207 -0.539
O 4.394 0.632 1.758 -0.941 1.425 -0.586 0.043
N 3.365 2.576 1.178 -1.221 0.560 0.286 0.006
C 3.795 3.807 0.623 0.618 1.227 -1.021 -0.097
H 4.832 3.139 3.524 -0.135 0.562 -0.284 0.073
H 6.004 3.069 2.166 0.184 0.222 0.294 0.072
H 5.849 1.790 3.405 -0.171 -0.475 -0.750 0.082
H 2.623 2.033 0.761 0.477 0.110 -0.298 0.100
H 3.045 4.241 -0.038 -0.099 0.062 0.293 0.078
H 4.685 3.674 0.009 0.086 -0.210 -0.429 0.088
H 4.153 4.543 1.344 -0.621 0.029 0.383 0.084
C -3.844 3.332 0.324 0.440 -0.992 -0.026 0.009
C -3.675 1.917 1.011 -1.910 0.661 0.565 -0.490
O -4.626 1.405 1.628 1.663 0.561 -1.103 0.011
N -2.480 1.304 0.825 -0.159 1.130 -0.211 -0.009
C -2.128 -0.051 1.149 -0.244 0.198 0.553 -0.067
H -3.193 4.142 0.652 -0.032 -0.188 0.824 0.070
H -4.891 3.629 0.374 0.220 -0.090 0.081 0.081
H -3.538 3.275 -0.720 -0.367 -0.388 -0.251 0.040
H -1.749 1.874 0.424 -0.148 -0.135 -0.072 0.115
H -1.239 -0.006 1.778 0.367 -0.525 -0.454 0.076
H -2.041 -0.579 0.199 0.481 -0.525 0.284 0.077
H -2.879 -0.534 1.774 -0.267 0.241 -0.267 0.088
C -7.000 0.748 -2.892 -0.824 0.488 1.641 -0.009
C -5.709 1.549 -2.871 -3.149 1.896 0.207 -0.576
O -5.709 2.782 -2.808 0.764 -1.363 -0.370 0.036
N -4.679 0.739 -2.954 4.734 -0.138 -0.520 0.028
C -3.251 1.229 -3.010 -0.800 -0.097 0.928 -0.041
H -6.867 -0.098 -2.219 0.171 -0.946 -0.951 0.074
H -7.439 0.610 -3.880 0.475 -0.527 0.073 0.087
H -7.784 1.206 -2.289 0.074 0.942 -0.302 0.079
H -4.680 -0.205 -2.596 -0.832 0.198 -0.358 0.133
H -2.705 1.021 -3.931 -0.407 -0.401 -0.109 0.075
H -2.795 0.738 -2.151 0.530 -0.039 -0.150 0.056
H -3.125 2.297 -2.833 -0.661 0.012 -0.029 0.068
C -0.038 4.802 -1.888 -1.994 -0.679 0.808 -0.001
C 0.486 4.246 -3.152 2.901 -0.152 -0.557 -0.551
O 1.026 5.029 -3.906 -0.193 0.245 -1.237 0.050
N 0.557 2.888 -3.399 -2.018 0.944 0.631 -0.003
C 0.922 2.336 -4.698 1.210 0.179 0.876 -0.062
H -0.966 4.239 -1.787 -0.541 0.248 0.707 0.065
H -0.288 5.856 -2.010 0.166 -0.190 -0.199 0.094
H 0.489 4.694 -0.940 0.519 -0.330 -0.380 0.078
H 0.235 2.272 -2.666 0.116 0.679 -0.612 0.062
H 2.000 2.243 -4.565 0.221 -0.408 -1.050 0.088
H 0.717 2.986 -5.548 -0.166 0.122 0.360 0.089
H 0.481 1.352 -4.854 -0.077 0.088 0.097 0.076
```
Forces are in eV/Å.

=====

No. 3
Molecular formula: C35H28InN15O2S4
Method: DFT, ωB97M-V/def2-TZVPD

The energy above the lowest of the compared OMol25 structures with the same formula, charge and spin comes out at 1.9555 eV. Its lowest unoccupied orbital energy is -0.27 eV. Its multiplicity is 1. The HOMO energy comes out at -6.96 eV. The frontier orbital gap is 6.695 eV.

The geometry in XYZ format:
```
85
Properties=species:S:1:pos:R:3:forces:R:3:lowdin_charge:R:1
In 0.057 0.243 -0.848 -0.195 -0.340 -0.588 0.756
N 3.740 0.673 -1.496 -0.081 -0.004 0.082 0.165
C 2.955 1.809 -1.347 0.056 -0.242 -0.247 -0.457
N 3.448 3.023 -1.198 -0.107 0.178 -0.031 0.049
N 2.366 3.824 -1.181 -0.021 -0.013 0.030 -0.058
N 1.286 3.126 -1.306 0.329 -0.028 0.183 -0.088
N 1.621 1.822 -1.422 -0.160 0.150 0.266 -0.050
C 3.178 -0.472 -1.976 0.157 0.166 0.015 -0.413
N 3.701 -1.717 -1.928 -0.156 -0.040 -0.086 0.110
N 2.790 -2.495 -2.475 0.059 0.082 0.041 0.109
N 1.820 -1.723 -2.867 -0.024 -0.092 0.000 -0.158
N 2.002 -0.447 -2.571 -0.020 0.011 0.053 0.112
H 4.639 0.634 -1.049 -0.005 0.022 0.020 0.154
C 4.422 4.514 5.006 -0.012 -0.027 -0.029 -0.047
C 3.650 3.484 4.226 0.018 0.036 0.012 -0.262
C 3.385 3.668 2.871 0.005 -0.010 -0.018 -0.016
C 2.675 2.724 2.150 0.031 -0.110 0.036 -0.036
C 2.234 1.574 2.792 0.023 0.127 -0.003 -0.287
C 2.480 1.368 4.143 0.093 -0.035 -0.066 -0.052
C 3.192 2.324 4.848 0.022 0.001 0.014 -0.033
S 1.219 0.429 1.923 -0.099 0.037 0.098 0.603
O 1.966 -0.251 0.867 -0.013 -0.097 -0.011 -0.325
O 0.588 -0.394 2.922 0.006 0.060 0.020 -0.282
N 0.210 1.310 1.049 -0.312 -0.251 -0.032 -0.188
C -0.889 2.023 1.515 0.250 0.036 -0.006 -0.417
C -1.009 2.558 2.800 0.054 -0.027 0.028 -0.011
C -2.177 3.225 3.115 -0.021 0.014 0.006 -0.062
C -3.176 3.357 2.158 0.003 -0.007 0.004 -0.068
C -2.950 2.807 0.910 0.048 -0.021 -0.016 -0.124
N -1.838 2.149 0.591 -0.112 0.068 -0.034 0.095
H 4.385 5.486 4.516 0.005 0.002 0.004 0.077
H 5.471 4.223 5.092 -0.002 -0.004 -0.004 0.086
H 4.026 4.620 6.016 0.004 0.000 0.002 0.079
H 3.729 4.564 2.368 -0.010 0.005 0.012 0.120
H 2.453 2.890 1.105 -0.027 0.020 0.010 0.078
H 2.112 0.472 4.624 -0.026 0.017 0.005 0.114
H 3.390 2.171 5.902 -0.014 0.005 -0.004 0.116
H -0.211 2.441 3.521 -0.028 0.020 0.010 0.109
H -2.309 3.642 4.105 0.006 -0.001 0.000 0.110
H -4.102 3.871 2.375 0.003 -0.002 -0.002 0.100
H -3.692 2.883 0.123 -0.007 0.005 -0.001 0.111
S -5.209 -1.671 4.003 -0.050 -0.016 -0.029 1.050
C -5.053 -0.807 5.469 -0.008 0.003 -0.004 -0.419
C -3.847 -0.185 5.558 0.043 0.000 -0.061 -0.178
C -3.031 -0.417 4.417 0.064 0.000 0.116 -0.114
C -3.634 -1.212 3.485 -0.003 0.001 -0.101 -0.483
C -3.083 -1.652 2.195 -0.029 0.006 0.140 -0.178
C -2.075 -0.870 1.594 0.094 0.084 -0.042 -0.057
N -1.501 -1.168 0.455 -0.155 0.159 0.018 0.101
C -1.867 -2.312 -0.176 0.116 0.023 -0.009 -0.134
C -2.861 -3.166 0.334 -0.005 -0.038 0.027 -0.137
C -3.170 -4.376 -0.339 0.002 0.034 0.024 -0.046
C -2.465 -4.703 -1.456 0.042 -0.022 -0.015 -0.032
C -1.461 -3.861 -1.984 -0.025 0.014 -0.001 -0.145
C -0.716 -4.209 -3.165 -0.088 -0.155 -0.010 0.035
C 0.176 -3.381 -3.719 0.099 0.058 -0.100 -0.175
C 0.385 -2.024 -3.112 -0.008 -0.086 0.154 -0.279
N -0.272 -1.754 -1.860 0.235 0.105 0.114 -0.001
C -1.169 -2.636 -1.382 0.025 -0.004 0.008 -0.184
C 0.860 -3.681 -4.983 -0.043 0.107 0.041 -0.469
C 0.929 -4.870 -5.655 0.068 -0.094 0.007 -0.124
C 1.614 -4.780 -6.894 -0.039 -0.017 0.031 -0.187
C 2.060 -3.522 -7.155 -0.019 0.012 0.012 -0.421
S 1.658 -2.445 -5.892 -0.027 0.045 0.023 1.038
C -3.480 -2.787 1.540 -0.034 -0.076 0.012 0.043
H -5.861 -0.804 6.183 0.009 0.005 0.002 0.064
H -3.544 0.411 6.406 -0.001 -0.011 -0.005 0.102
H -2.021 -0.043 4.310 -0.025 0.007 -0.016 0.109
H -1.746 0.021 2.101 -0.053 -0.011 -0.042 0.083
H -3.938 -5.027 0.058 0.004 0.003 0.002 0.108
H -2.666 -5.639 -1.967 0.010 0.018 -0.010 0.114
H -0.920 -5.168 -3.628 -0.031 0.034 -0.017 0.121
H 0.127 -1.248 -3.849 0.025 0.049 -0.031 0.112
H 0.521 -5.792 -5.265 0.001 0.011 -0.019 0.109
H 1.774 -5.618 -7.558 0.001 0.003 0.013 0.102
H 2.615 -3.170 -8.009 0.004 -0.016 0.003 0.062
H -4.250 -3.427 1.958 0.025 -0.010 0.008 0.116
N -1.079 1.349 -5.188 -0.046 0.012 0.035 0.106
C -0.898 1.751 -3.922 0.264 0.266 -0.064 -0.865
N -0.106 2.787 -3.695 -0.390 -0.183 -0.162 0.135
S -1.735 0.935 -2.677 0.031 0.009 0.146 0.711
H -0.705 1.859 -5.969 -0.018 0.007 0.005 0.114
H -1.694 0.573 -5.362 0.044 -0.026 0.007 0.098
H 0.448 3.193 -4.431 0.034 -0.004 -0.003 0.124
H 0.056 3.115 -2.742 0.136 -0.014 0.023 0.052
```
Forces are in eV/Å.

=====

no.,maximum force (eV Å⁻¹)
1,3.8
2,5.4
3,0.7